[1]
ORCA calculation (the ωB97M-V functional and the def2-TZVPD basis) on the ion C4H12N3O with charge +1 in a non-equilibrium geometry.

```
20
C4H12N3O, DFT the ωB97M-V functional and the def2-TZVPD basis
C -1.8939 0.8274 -0.1771
C -0.8406 -0.0918 0.3672
O -0.1918 0.3742 1.5660
C 0.4947 -0.4938 -0.5762
C 1.1252 0.9254 -0.7159
N 1.8927 1.4006 0.1966
N 1.1768 -1.4626 0.2390
N 0.5276 -2.8108 0.2162
H -1.4846 1.7789 -0.6031
H -2.6306 0.9808 0.6289
H -2.5002 0.2643 -0.9275
H -1.2546 -1.0876 0.5833
H -0.9874 0.6412 2.1023
H 0.2564 -0.9291 -1.5048
H 0.6701 1.6694 -1.3233
H 1.8563 2.3814 0.4501
H 2.4642 0.7949 0.7736
H 1.2263 -1.1028 1.2093
H 0.3348 -2.8456 -0.7486
H 1.2561 -3.4589 0.4303
```

Output
- frontier orbital gap (eV) = 7.50
- DFT total energy (eV) = -10851.3295
- SMILES = C[C@H](O)[C@@H](C=[NH2+])NN
- E_LUMO (eV) = -4.810
- total charge = +1
- E_HOMO (eV) = -12.306
- ΔE to the lowest compared entry with this formula, charge and spin (eV) = 3.7636



[2]
ORCA calculation (the ωB97M-V functional and the def2-TZVPD basis) on the ion C4H12N3O2 with charge +1 in a non-equilibrium geometry.

```
21
C4H12N3O2, DFT the ωB97M-V functional and the def2-TZVPD basis
C 0.6642 -1.5004 0.1102
C 0.6106 -0.0519 0.5272
C 2.0853 0.5362 0.5667
C -0.1369 0.2140 1.8079
N 0.1619 0.7842 -0.5215
N -1.4101 0.5113 -1.1355
O -2.2910 0.0312 -0.3471
N -1.5444 0.4449 -2.3917
O -2.5643 -0.1334 -2.7734
H -0.4034 -1.7451 -0.0728
H 1.1774 -1.6249 -0.8261
H 1.2242 -2.2697 0.8919
H 2.0012 1.4864 1.0350
H 2.4221 0.7252 -0.4824
H 2.9228 -0.1399 1.0877
H -0.1320 1.3281 2.1465
H -1.1946 -0.0942 1.6472
H 0.3146 -0.3768 2.6935
H -0.0192 1.7251 -0.1417
H -3.0229 -0.5475 -0.7438
H -0.8654 0.6972 -3.0778
```

Output
- frontier orbital gap (spin up / spin down) (eV) = 9.38 / 9.38
- DFT total energy (eV) = -12893.6827
- SMILES = CC(C)(C)NN(O)[NH+]=O
- E_LUMO (spin up / spin down) (eV) = -5.522 / -5.521
- total charge = +1
- E_HOMO (spin up / spin down) (eV) = -14.899 / -14.898
- ΔE to the lowest compared entry with this formula, charge and spin (eV) = 9.4275



[3]
ORCA calculation (the ωB97M-V functional and the def2-TZVPD basis) on the ion C4H12N3Si with charge +1 in a non-equilibrium geometry.

```
20
C4H12N3Si, DFT the ωB97M-V functional and the def2-TZVPD basis
C 1.6089 -0.9769 1.4467
Si 0.4610 0.1160 0.4038
C 1.1435 1.7085 -0.4475
C -1.2572 0.1689 1.0198
C 0.3887 -1.1921 -1.1866
N -0.5117 -0.9992 -2.3800
N -1.3609 -0.5573 -3.0378
N -2.3454 -0.0063 -3.3323
H 1.4762 -2.0433 1.3608
H 2.6890 -0.7409 1.2002
H 1.4802 -0.8528 2.5620
H 0.8367 2.4152 0.2985
H 2.2105 1.9058 -0.4536
H 0.7838 1.8146 -1.4056
H -1.8958 0.0956 0.2087
H -1.3139 -0.6423 1.7797
H -1.4482 0.9575 1.6840
H 1.3804 -1.5651 -1.4988
H -0.0840 -2.0266 -0.8225
H -2.8599 -0.0113 -4.1811
```

Output
- frontier orbital gap (eV) = 9.03
- DFT total energy (eV) = -16679.7231
- SMILES = C[Si](C)(C)CN=[N+]=N
- E_LUMO (eV) = -5.236
- total charge = +1
- E_HOMO (eV) = -14.266
- ΔE to the lowest compared entry with this formula, charge and spin (eV) = 1.6422



[4]
ORCA calculation (the ωB97M-V functional and the def2-TZVPD basis) on an isolated molecule of C4H12N4 in a non-equilibrium geometry.

```
20
C4H12N4, DFT the ωB97M-V functional and the def2-TZVPD basis
C 1.9004 0.8001 0.0092
C 0.4550 1.1607 0.1396
N -1.8257 0.5522 0.1691
N 0.1664 2.4453 0.6324
N -0.5389 0.3211 -0.0298
H -1.9621 1.3469 0.7899
H -2.3015 -1.2966 -0.6115
H -0.7202 2.8049 0.2940
H 0.9171 3.1042 0.4874
H 2.0771 0.0732 -0.7796
H 2.2932 0.3897 0.9428
H 2.4786 1.6928 -0.2277
C -0.0318 -2.0010 0.6208
C -0.3344 -1.0961 -0.5675
N -1.5076 -1.5435 -1.2345
H -1.6585 -1.0079 -2.0832
H 0.5012 -1.0724 -1.2728
H -0.8508 -1.9396 1.3335
H 0.0524 -3.0270 0.2732
H 0.8900 -1.7070 1.1145
```

Output
- frontier orbital gap (eV) = 7.63
- DFT total energy (eV) = -10301.3100
- E_LUMO (eV) = 0.772
- E_HOMO (eV) = -6.857
- ΔE to the lowest compared entry with this formula, charge and spin (eV) = 1.9616



[5]
ORCA calculation (the ωB97M-V functional and the def2-TZVPD basis) on a cluster of 2 separate species, C4H12N4 in total in a non-equilibrium geometry.

```
20
C4H12N4, DFT the ωB97M-V functional and the def2-TZVPD basis
N 1.3596 -0.7775 2.9095
C 1.4298 -0.8554 1.4742
C 2.1063 0.0828 0.8237
N 2.4534 0.0981 -0.5318
H 1.8757 -1.5391 3.3335
H 0.4002 -0.8680 3.2248
H 1.1077 -1.7673 0.9747
H 2.4873 0.8978 1.4304
H 2.9617 0.9145 -0.8245
H 1.6649 -0.0920 -1.1305
N -3.2728 -0.4363 -0.4149
C -2.4150 0.4024 -1.1980
C -1.0997 0.3531 -1.0888
N -0.2573 1.1889 -1.8658
H -3.9168 -0.9557 -0.9946
H -3.8030 0.0838 0.2699
H -2.9255 0.9702 -1.9739
H -0.6692 -0.3992 -0.4299
H 0.2765 0.7819 -2.6143
H 0.2360 1.9168 -1.3736
```

Output
- frontier orbital gap (eV) = 9.11
- DFT total energy (eV) = -10301.1512
- SMILES = N/C=C/N.N/C=C/N
- E_LUMO (eV) = 1.011
- E_HOMO (eV) = -8.095
- ΔE to the lowest compared entry with this formula, charge and spin (eV) = 2.1205



[6]
ORCA calculation (the ωB97M-V functional and the def2-TZVPD basis) on a cluster of 2 separate species, C4H12N4O in total in a non-equilibrium geometry.

```
21
C4H12N4O, DFT the ωB97M-V functional and the def2-TZVPD basis
H -0.6636 0.5382 3.5946
N -1.2886 0.6375 2.8014
C -0.9761 -0.0356 1.7780
C 0.2926 -0.9219 1.6489
N -1.7614 0.0318 0.6594
H 0.4718 -1.2457 0.6280
H 1.1529 -0.4417 2.1122
H 0.0884 -1.8264 2.2231
H -1.8016 -0.8176 0.0169
H -2.6116 0.5596 0.8354
N 0.6551 1.2591 -0.5332
C 1.4696 0.6368 -1.5812
C 0.6786 -0.5057 -2.2441
N -0.5504 -0.6216 -1.7071
O 1.0811 -1.1010 -3.2199
H 0.6156 2.2678 -0.6329
H 0.9883 1.0107 0.4152
H 2.3900 0.2004 -1.1831
H 1.7331 1.3432 -2.3736
H -1.2180 -1.1969 -2.1924
H -0.7458 0.2289 -1.0457
```

Output
- frontier orbital gap (eV) = 9.90
- DFT total energy (eV) = -12350.5298
- SMILES = [H]/N=C(\C)N.NCC(N)=O
- E_LUMO (eV) = 0.698
- E_HOMO (eV) = -9.197
- ΔE to the lowest compared entry with this formula, charge and spin (eV) = 0.7779



[7]
ORCA calculation (the ωB97M-V functional and the def2-TZVPD basis) on the ion C4H12N4S2 with charge +2 in a non-equilibrium geometry.

```
22
C4H12N4S2, DFT the ωB97M-V functional and the def2-TZVPD basis
C 1.6159 -0.1109 0.8215
C 2.8424 -0.0969 -0.1578
C -2.5271 0.5122 -1.2862
C -1.7737 -0.6299 -0.3868
N -2.8289 -0.8971 0.5900
N -0.6342 -0.0686 0.1812
N 0.5294 -0.7951 0.1742
N -3.3167 0.2704 1.0671
S 3.7307 1.5537 -0.0113
S -3.4451 1.4742 -0.0424
H 1.8436 -0.5863 1.7981
H 1.2806 0.9368 1.0103
H 3.5917 -0.8715 -0.0286
H 2.3735 -0.0807 -1.0677
H -1.8897 1.1739 -1.8226
H -3.2754 0.0937 -1.9000
H -1.5525 -1.4196 -1.1451
H -2.5743 -1.5814 1.2886
H 4.7545 1.0109 0.8211
H 0.8060 -1.3357 -0.6010
H -4.0612 0.1980 1.7249
H 4.5103 1.2498 -1.0275
```

Output
- frontier orbital gap (spin up / spin down) (eV) = 8.61 / 7.08
- DFT total energy (eV) = -31951.5809
- E_LUMO (spin up / spin down) (eV) = -7.125 / -8.293
- total charge = +2
- E_HOMO (spin up / spin down) (eV) = -15.736 / -15.377
- ΔE to the lowest compared entry with this formula, charge and spin (eV) = 1.1144



[8]
ORCA calculation (the ωB97M-V functional and the def2-TZVPD basis) on a cluster of 2 separate species, C4H12N5S in total in a non-equilibrium geometry.

```
22
C4H12N5S, DFT the ωB97M-V functional and the def2-TZVPD basis
C 1.7680 1.4768 0.2198
C -3.4653 0.6090 0.3351
C -0.9172 -2.4177 -0.5253
C 0.4072 -1.6988 -0.6161
N 2.6848 2.3540 -0.3471
N 1.3463 1.6650 1.4316
N -4.2676 0.1035 1.0898
N 0.3578 -0.3510 -0.0513
N 1.2932 0.5356 -0.5751
S -2.3698 1.4676 -0.3671
H -1.6702 -1.9817 -1.0887
H -0.7127 -3.3699 -0.8594
H -1.1806 -2.4712 0.5189
H 1.2419 -2.0919 -0.1008
H 0.5002 -1.8216 -1.6783
H 2.8293 3.0655 0.3852
H 3.5262 2.0086 -0.7817
H 1.7875 2.3190 1.9946
H 0.8227 0.8380 1.7756
H -0.6473 0.0096 -0.2290
H -4.6163 -0.7484 1.1088
H 1.2818 0.5002 -1.6396
```

Output
- frontier orbital gap (eV) = 10.00
- DFT total energy (eV) = -22620.6640
- E_LUMO (eV) = -2.816
- total charge = +1
- E_HOMO (eV) = -12.821
- ΔE to the lowest compared entry with this formula, charge and spin (eV) = 0.0522



[9]
ORCA calculation (the ωB97M-V functional and the def2-TZVPD basis) on a cluster of 2 separate species, C4H12NO in total.

```
18
C4H12NO, DFT the ωB97M-V functional and the def2-TZVPD basis
C -1.2143 -1.3442 -1.1609
C -0.1677 -1.5522 -0.0952
N 0.6868 -0.3792 0.0443
C 1.5883 -0.5302 1.1827
H -1.7080 -2.2833 -1.4063
H -0.7578 -0.9477 -2.0701
H -1.9729 -0.6318 -0.8289
H 0.4715 -2.4044 -0.3485
H -0.6468 -1.8143 0.8563
H 0.0629 0.4378 0.2560
H 2.2211 0.3456 1.2672
H 1.0648 -0.6704 2.1323
H 2.2309 -1.3998 1.0308
C -0.3358 2.6636 -0.1782
O -0.8419 1.6413 0.5833
H -1.1477 3.3676 -0.3953
H 0.4843 3.2042 0.2868
H -0.0178 2.2973 -1.1563
```

Output
- frontier orbital gap (spin up / spin down) (eV) = 10.06 / 6.85
- 2S+1 = 2
- DFT total energy (eV) = -7877.2884
- E_LUMO (spin up / spin down) (eV) = 1.086 / -1.928
- ⟨S²⟩ = 0.76
- E_HOMO (spin up / spin down) (eV) = -8.977 / -8.779
- ΔE to the lowest compared entry with this formula, charge and spin (eV) = 1.2280



[10]
ORCA calculation (the ωB97M-V functional and the def2-TZVPD basis) on the ion C4H12NO with charge +1 in a non-equilibrium geometry.

```
18
C4H12NO, DFT the ωB97M-V functional and the def2-TZVPD basis
N 1.2183 1.2405 -0.8574
C -0.3148 1.0170 -1.0775
C -0.6013 -0.4631 -1.0945
C 0.0367 -1.3771 -0.0596
C 0.2468 -0.7560 1.3188
O -0.8395 0.1218 1.7280
H 1.7673 0.4106 -0.9682
H 1.2481 1.4829 0.1393
H 1.4809 2.0330 -1.4611
H -0.7818 1.7176 -0.3553
H -0.5150 1.3951 -2.1736
H -1.7289 -0.4121 -1.0428
H -0.4579 -0.9592 -2.0277
H 1.0665 -1.6308 -0.3178
H -0.4271 -2.3499 -0.1145
H 0.3881 -1.4655 2.1485
H 1.1216 -0.1166 1.3384
H -1.3704 -0.0771 2.5046
```

Output
- frontier orbital gap (eV) = 10.85
- DFT total energy (eV) = -7872.6523
- SMILES = [NH3+]CCCCO
- E_LUMO (eV) = -3.565
- total charge = +1
- E_HOMO (eV) = -14.411
- ΔE to the lowest compared entry with this formula, charge and spin (eV) = 1.6388



[11]
ORCA calculation (the ωB97M-V functional and the def2-TZVPD basis) on the ion C4H12NO with charge +1 in a non-equilibrium geometry.

```
18
C4H12NO, DFT the ωB97M-V functional and the def2-TZVPD basis
N -1.8562 0.3569 -1.1056
C -0.4911 -0.1468 -1.6851
C 0.6733 0.5534 -0.8947
C 0.4504 0.9632 0.6899
C 0.2739 -0.2589 1.6456
O 1.1488 -1.4801 1.3649
H -1.8301 1.4522 -1.2778
H -1.8213 0.2419 -0.0718
H -2.7165 -0.1019 -1.3777
H -0.5437 -1.3258 -1.6211
H -0.2956 0.0569 -2.6745
H 1.4733 -0.1270 -0.9743
H 0.9662 1.4710 -1.4564
H -0.3548 1.6195 0.7593
H 1.3985 1.3096 1.1273
H 0.6643 0.0316 2.6233
H -0.7077 -0.6945 1.7169
H 2.1314 -1.2560 1.5121
```

Output
- frontier orbital gap (eV) = 10.11
- DFT total energy (eV) = -7871.8896
- SMILES = [NH3+]CCCCO
- E_LUMO (eV) = -3.877
- total charge = +1
- E_HOMO (eV) = -13.983
- ΔE to the lowest compared entry with this formula, charge and spin (eV) = 2.4014



[12]
ORCA calculation (the ωB97M-V functional and the def2-TZVPD basis) on the ion C4H12NO with charge +1 in a non-equilibrium geometry.

```
18
C4H12NO, DFT the ωB97M-V functional and the def2-TZVPD basis
N 1.7883 -0.5496 0.4258
C 0.5889 -1.4022 0.1167
C -0.6809 -0.7957 0.6841
C -1.3791 0.0804 -0.4232
C -0.8133 1.4996 -0.4764
O 0.6154 1.4396 -0.8052
H 2.4393 -1.1229 1.0776
H 1.3896 0.2160 0.9907
H 2.2214 -0.1445 -0.4825
H 0.3760 -1.3788 -0.8561
H 0.8443 -2.3942 0.4052
H -1.3434 -1.5350 1.1148
H -0.6452 -0.1478 1.6808
H -2.5277 0.1562 -0.1843
H -1.5247 -0.4536 -1.3370
H -1.2562 2.2347 -1.2307
H -1.1473 1.9813 0.5082
H 1.0547 2.3165 -1.2085
```

Output
- frontier orbital gap (eV) = 11.10
- DFT total energy (eV) = -7872.1336
- SMILES = [NH3+]CCCCO
- E_LUMO (eV) = -3.434
- total charge = +1
- E_HOMO (eV) = -14.534
- ΔE to the lowest compared entry with this formula, charge and spin (eV) = 2.1574



Among the records above, which one has the highest ΔE to the lowest compared entry with this formula, charge and spin?
C4H12N3O2